(1)
# C4H8O2

A 2-piece molecular cluster, C4H8O2 overall (the ωB97M-V functional and the def2-TZVPD basis, OMol25).

Bonds (Å) are listed after each position.
Cartesian coordinates (Å):
1 C 1.6049 -0.3773 -0.4389  C2 1.505, H6 1.093, H7 1.095, H8 1.096
2 C 0.4644 -0.8231 0.4358  C1 1.505, C3 1.337, H9 1.087
3 C -0.8178 -0.5410 0.1842  C2 1.337, C4 1.494, H10 1.087
4 C -1.2293 0.2285 -1.0280  C3 1.494, O5 1.212, H11 1.106
5 O -1.2314 1.4314 -1.1799  C4 1.212
6 H 2.5466 -0.2665 0.1054  C1 1.093
7 H 1.4021 0.5703 -0.9495  C1 1.095
8 H 1.7609 -1.1417 -1.2081  C1 1.096
9 H 0.6780 -1.5244 1.2384  C2 1.087
10 H -1.6336 -0.9723 0.7595  C3 1.087
11 H -1.5161 -0.4410 -1.8599  C4 1.106
12 O -0.9502 1.2882 1.6192  H13 0.975, H14 0.971
13 H -0.1128 0.7955 1.5434  O12 0.975
14 H -0.9643 1.8308 0.8145  O12 0.971

Computed properties:
**2S+1**: 1
**Frontier orbital gap**: 0.3698 Eh
**E_HOMO**: -9.39 eV
**Relative energy (zero: lowest compared OMol25 entry of this formula, charge and spin)**: 54.0 kcal/mol
**Structure (SMILES)**: C/C=C\C=O.O
**Energy**: -8370.9382 eV
**Charge**: 0

(2)
# C44H63F6N3O16P

A 12-piece molecular cluster, C44H63F6N3O16P overall (the ωB97M-V functional and the def2-TZVPD basis, OMol25).

Bonds (Å) are listed after each position.
Cartesian coordinates (Å):
1 P 0.4942 -0.0231 0.3370  F2 1.631, F3 1.613, F4 1.623, F5 1.639, F6 1.630, F7 1.616
2 F -0.9519 -0.4507 -0.2837  P1 1.631
3 F -0.0794 1.2300 1.1755  P1 1.613
4 F 0.3623 -0.8986 1.6977  P1 1.623
5 F 2.0279 0.4276 0.6996  P1 1.639
6 F 1.0968 -1.3327 -0.4234  P1 1.630
7 F 0.5977 0.8695 -1.0063  P1 1.616
8 O -0.2285 0.5435 6.0050  C9 1.195
9 C 0.7868 0.9225 5.5010  O8 1.195, O10 1.347, C13 1.524
10 O 1.9904 0.5138 5.9480  C9 1.347, C11 1.422
11 C 3.0600 1.0991 5.2172  O10 1.422, C12 1.525, H14 1.089, H15 1.092
12 C 2.4151 1.4650 3.8849  C11 1.525, C13 1.531, H16 1.090, H17 1.091
13 C 0.9446 1.7288 4.2173  C9 1.524, C12 1.531, H18 1.086, H19 1.094
14 H 3.8904 0.4256 5.0102  C11 1.089
15 H 3.4243 1.9414 5.8097  C11 1.092
16 H 2.4377 0.6332 3.1811  C12 1.090
17 H 2.8715 2.3149 3.3746  C12 1.091
18 H 0.2023 1.3920 3.4998  C13 1.086
19 H 0.7323 2.7746 4.4580  C13 1.094
20 O 0.5440 -2.8027 -6.8283  C21 1.194
21 C 0.8415 -1.9453 -6.0522  O20 1.194, O22 1.361, C25 1.506
22 O 0.5102 -2.0251 -4.7345  C21 1.361, C23 1.422
23 C 0.8924 -0.8358 -4.0547  O22 1.422, C24 1.506, H26 1.088, H27 1.091
24 C 0.9201 0.2156 -5.1319  C23 1.506, C25 1.526, H28 1.090, H29 1.090
25 C 1.4063 -0.5794 -6.3409  C21 1.506, C24 1.526, H30 1.097, H31 1.086
26 H 1.8781 -0.9936 -3.6210  C23 1.088
27 H 0.1575 -0.6151 -3.2789  C23 1.091
28 H 1.5831 1.0548 -4.9188  C24 1.090
29 H -0.0664 0.6299 -5.3405  C24 1.090
30 H 2.4996 -0.6645 -6.3362  C25 1.097
31 H 1.1713 -0.1750 -7.3206  C25 1.086
32 O 0.9703 3.7293 -3.8788  C33 1.199
33 C 1.1162 4.0300 -2.7270  O32 1.199, O34 1.332, C37 1.519
34 O 0.3336 4.9146 -2.1102  C33 1.332, C35 1.437
35 C 0.6884 5.1209 -0.7335  O34 1.437, C36 1.523, H38 1.089, H39 1.092
36 C 1.5811 3.9319 -0.4022  C35 1.523, C37 1.533, H40 1.088, H41 1.089
37 C 2.1380 3.4683 -1.7532  C33 1.519, C36 1.533, H42 1.085, H43 1.092
38 H -0.2311 5.1828 -0.1528  C35 1.089
39 H 1.1658 6.0952 -0.6057  C35 1.092
40 H 1.0177 3.1137 0.0407  C36 1.088
41 H 2.4372 4.1596 0.2320  C36 1.089
42 H 2.2194 2.3972 -1.9080  C37 1.085
43 H 3.1013 3.9426 -1.9513  C37 1.092
44 O -5.7672 1.1486 -4.9166  C45 1.207
45 C -4.8076 0.6371 -4.3918  O44 1.207, O46 1.334, C49 1.517
46 O -3.6382 0.6461 -5.0343  C45 1.334, C47 1.434
47 C -2.5424 0.1253 -4.2698  O46 1.434, C48 1.554, H50 1.090, H51 1.086
48 C -3.2817 -0.5850 -3.1024  C47 1.554, C49 1.521, H52 1.091, H53 1.090
49 C -4.6640 0.0422 -3.0041  C45 1.517, C48 1.521, H54 1.091, H55 1.086
50 H -1.9706 0.9221 -3.7943  C47 1.090
51 H -1.8990 -0.6202 -4.7266  C47 1.086
52 H -2.7464 -0.3994 -2.1694  C48 1.091
53 H -3.3525 -1.6539 -3.3062  C48 1.090
54 H -4.6781 0.8594 -2.2820  C49 1.091
55 H -5.4536 -0.6827 -2.8319  C49 1.086
56 O 1.7387 -4.9217 -0.8074  C57 1.193
57 C 0.6432 -4.8621 -1.2761  O56 1.193, O58 1.367, C61 1.532
58 O -0.1787 -5.9512 -1.3594  C57 1.367, C59 1.436
59 C -1.4444 -5.6104 -1.9456  O58 1.436, C60 1.550, H62 1.087, H63 1.088
60 C -1.1304 -4.3035 -2.7175  C59 1.550, C61 1.507, H64 1.094, H65 1.086
61 C -0.1278 -3.6479 -1.8027  C57 1.532, C60 1.507, H66 1.085, H67 1.090
62 H -2.2479 -5.5000 -1.2219  C59 1.087
63 H -1.6148 -6.3762 -2.7000  C59 1.088
64 H -2.0207 -3.6686 -2.7330  C60 1.094
65 H -0.8504 -4.5425 -3.7389  C60 1.086
66 H -0.5767 -3.0238 -1.0365  C61 1.085
67 H 0.5895 -3.0994 -2.4124  C61 1.090
68 O -2.2411 4.6373 6.2599  C69 1.205
69 C -2.5500 4.4866 5.1047  O68 1.205, O70 1.335, C73 1.521
70 O -2.9331 5.5047 4.3314  C69 1.335, C71 1.428
71 C -2.7268 5.2258 2.9462  O70 1.428, C72 1.526, H74 1.092, H75 1.088
72 C -2.4656 3.7271 2.8268  C71 1.526, C73 1.541, H76 1.088, H77 1.088
73 C -2.4135 3.2165 4.2799  C69 1.521, C72 1.541, H78 1.086, H79 1.087
74 H -1.8481 5.7962 2.6382  C71 1.092
75 H -3.6021 5.5150 2.3685  C71 1.088
76 H -1.5615 3.4635 2.2823  C72 1.088
77 H -3.3155 3.2430 2.3500  C72 1.088
78 H -1.4412 2.7727 4.4701  C73 1.086
79 H -3.1724 2.4840 4.5443  C73 1.087
80 O 0.0423 -5.9476 4.0857  C81 1.192
81 C -0.6019 -5.2123 3.4037  O80 1.192, O82 1.351, C85 1.501
82 O -1.3992 -4.2540 3.9256  C81 1.351, C83 1.438
83 C -2.0683 -3.5400 2.8724  O82 1.438, C84 1.545, H86 1.090, H87 1.088
84 C -2.0519 -4.5253 1.6820  C83 1.545, C85 1.510, H88 1.092, H89 1.092
85 C -0.7254 -5.2115 1.9080  C81 1.501, C84 1.510, H90 1.091, H91 1.089
86 H -1.5018 -2.6244 2.7016  C83 1.090
87 H -3.0640 -3.2644 3.2141  C83 1.088
88 H -2.2208 -3.9590 0.7632  C84 1.092
89 H -2.8945 -5.2193 1.7010  C84 1.092
90 H 0.1308 -4.7058 1.4587  C85 1.091
91 H -0.7291 -6.2574 1.6052  C85 1.089
92 O 4.2018 -1.7297 -4.3438  C93 1.203
93 C 4.6811 -1.2985 -3.3278  O92 1.203, O94 1.339, C97 1.518
94 O 5.9943 -1.4032 -3.0883  C93 1.339, C95 1.441
95 C 6.3556 -0.6824 -1.8945  O94 1.441, C96 1.541, H98 1.090, H99 1.089
96 C 5.1750 0.2702 -1.6263  C95 1.541, C97 1.543, H100 1.090, H101 1.086
97 C 4.0068 -0.5737 -2.1772  C93 1.518, C96 1.543, H102 1.089, H103 1.089
98 H 7.2537 -0.1606 -2.2250  C95 1.090
99 H 6.4907 -1.3998 -1.0866  C95 1.089
100 H 5.3204 1.1429 -2.2635  C96 1.090
101 H 5.0036 0.5031 -0.5796  C96 1.086
102 H 3.2117 0.0851 -2.5241  C97 1.089
103 H 3.5394 -1.2330 -1.4474  C97 1.089
104 N 4.0488 -1.4166 1.4919  C105 1.372, C108 1.355, H109 1.005
105 C 4.2034 -2.6016 0.8173  N104 1.372, C106 1.372, H110 1.079
106 C 5.5260 -2.9578 0.8994  C105 1.372, C107 1.422, H111 1.079
107 C 6.2073 -1.9624 1.6523  C106 1.422, C108 1.376, H112 1.077
108 C 5.2604 -1.0060 1.9372  N104 1.355, C107 1.376, H113 1.081
109 H 3.2193 -0.8667 1.6337  N104 1.005
110 H 3.3746 -3.0575 0.2982  C105 1.079
111 H 6.0536 -3.8231 0.5302  C106 1.079
112 H 7.2365 -1.8995 1.9617  C107 1.077
113 H 5.3951 -0.1440 2.5749  C108 1.081
114 N -2.7897 2.1887 -0.3787  C115 1.365, C118 1.370, H119 1.007
115 C -3.9995 2.8045 -0.2353  N114 1.365, C116 1.370, H120 1.076
116 C -4.1417 3.6869 -1.2741  C115 1.370, C117 1.435, H121 1.077
117 C -2.9736 3.5607 -2.0978  C116 1.435, C118 1.377, H122 1.077
118 C -2.1712 2.5950 -1.5312  N114 1.370, C117 1.377, H123 1.076
119 H -2.3616 1.5551 0.2771  N114 1.007
120 H -4.5905 2.5246 0.6194  C115 1.076
121 H -4.9857 4.3328 -1.4500  C116 1.077
122 H -2.7764 4.0938 -3.0125  C117 1.077
123 H -1.2237 2.2667 -1.9222  C118 1.076
124 N -3.6685 -0.3424 5.0040  C125 1.365, C128 1.361, H129 1.004
125 C -2.5417 -0.5957 4.2766  N124 1.365, C126 1.380, H130 1.077
126 C -2.7385 -0.0581 3.0209  C125 1.380, C127 1.405, H131 1.078
127 C -4.0517 0.4396 2.9950  C126 1.405, C128 1.380, H132 1.079
128 C -4.6209 0.2570 4.2386  N124 1.361, C127 1.380, H133 1.076
129 H -3.7193 -0.5362 5.9876  N124 1.004
130 H -1.7566 -1.1226 4.7912  C125 1.077
131 H -2.0416 0.0016 2.2007  C126 1.078
132 H -4.5626 0.8847 2.1548  C127 1.079
133 H -5.6171 0.4687 4.5857  C128 1.076

Computed properties:
**2S+1**: 1
**Frontier orbital gap**: 0.3125 Eh
**E_HOMO**: -6.59 eV
**Energy**: -109485.2178 eV
**Charge**: -1